1.
{"formula": "C38H95Cl6N5O12", "method": "ωB97M-V/def2-TZVPD", "charge": 0, "homo_lumo_gap_ev": 9.08, "smiles": "COCCNCCOC.COCCNCCOC.COCCNCCOC.COCCNCCOC.COCCNCCOC.ClCCCl.ClCCCl.ClCCCl.CO.CO", "spin_multiplicity": 1, "energy_ev": -148094.508, "de_lowest_kj_mol": 74.3, "symbols": ["Cl", "C", "C", "Cl", "H", "H", "H", "H", "Cl", "C", "C", "Cl", "H", "H", "H", "H", "Cl", "C", "C", "Cl", "H", "H", "H", "H", "C", "O", "H", "H", "H", "H", "C", "O", "H", "H", "H", "H", "C", "O", "C", "C", "N", "C", "C", "O", "C", "H", "H", "H", "H", "H", "H", "H", "H", "H", "H", "H", "H", "H", "H", "H", "C", "O", "C", "C", "N", "C", "C", "O", "C", "H", "H", "H", "H", "H", "H", "H", "H", "H", "H", "H", "H", "H", "H", "H", "C", "O", "C", "C", "N", "C", "C", "O", "C", "H", "H", "H", "H", "H", "H", "H", "H", "H", "H", "H", "H", "H", "H", "H", "C", "O", "C", "C", "N", "C", "C", "O", "C", "H", "H", "H", "H", "H", "H", "H", "H", "H", "H", "H", "H", "H", "H", "H", "C", "O", "C", "C", "N", "C", "C", "O", "C", "H", "H", "H", "H", "H", "H", "H", "H", "H", "H", "H", "H", "H", "H", "H"], "coordinates": [[2.5443, 0.1290, -0.3633], [1.2763, 1.2623, 0.1587], [0.0897, 1.3339, -0.7300], [-0.7933, -0.2481, -0.6501], [1.7209, 2.2530, 0.3148], [1.0561, 0.9752, 1.1852], [0.3216, 1.4937, -1.7758], [-0.6199, 2.0889, -0.4116], [-2.5517, 3.2632, -2.1769], [-3.7632, 3.4095, -3.4727], [-3.7730, 2.1232, -4.3194], [-5.1211, 2.1462, -5.4909], [-3.5518, 4.2740, -4.0915], [-4.7140, 3.5309, -2.9567], [-3.8806, 1.2204, -3.7368], [-2.8649, 2.1271, -4.9219], [1.6397, -1.9961, -6.7276], [2.2145, -0.7454, -5.5831], [1.7354, 0.6289, -5.9931], [0.0113, 0.8857, -5.6337], [3.2996, -0.7706, -5.5538], [1.8356, -0.9871, -4.6015], [1.9284, 0.7896, -7.0507], [2.2505, 1.4488, -5.4923], [3.5774, 1.0498, 4.0696], [3.1821, 1.0605, 2.7335], [2.6706, 0.8111, 4.6588], [4.2823, 0.2643, 4.3501], [3.8475, 2.0321, 4.4399], [2.6837, 0.2240, 2.5741], [5.4217, 2.4632, 0.2815], [4.4105, 3.0617, 1.1294], [6.1176, 1.8459, 0.8494], [4.9416, 1.9257, -0.5427], [6.0039, 3.2779, -0.1638], [4.1790, 2.4146, 1.8281], [3.9393, -2.8216, -2.1020], [5.2311, -2.7602, -1.5603], [6.0588, -3.7190, -2.1373], [7.4329, -3.6601, -1.5107], [7.4476, -3.8824, -0.0721], [7.7588, -5.2099, 0.4118], [6.8315, -6.3131, -0.0208], [5.6041, -6.1369, 0.6220], [4.6558, -7.1261, 0.3036], [3.3575, -2.0975, -1.5405], [3.4611, -3.7813, -1.8206], [3.9293, -2.7151, -3.1875], [6.1719, -3.4500, -3.2097], [5.5986, -4.7130, -2.0814], [7.8884, -2.6750, -1.6504], [8.0896, -4.3908, -1.9853], [6.6304, -3.5180, 0.3944], [7.7413, -5.1672, 1.5070], [8.7862, -5.4650, 0.1301], [7.2179, -7.3123, 0.2462], [6.7351, -6.3065, -1.1206], [3.6486, -6.7439, 0.4897], [4.7588, -8.0396, 0.9223], [4.6948, -7.4622, -0.7462], [-9.5586, -0.8816, 1.8641], [-8.4979, -0.9176, 0.9794], [-7.7994, 0.3297, 0.9487], [-6.6207, 0.1525, 0.0421], [-5.5157, -0.4784, 0.7594], [-4.2196, -0.4568, 0.0865], [-4.1907, -1.1495, -1.2802], [-4.5694, -2.4877, -0.9859], [-4.6637, -3.3157, -2.1308], [-9.1947, -1.1232, 2.8713], [-10.2586, -1.6819, 1.6168], [-10.0744, 0.0766, 1.8296], [-7.3623, 0.5579, 1.9348], [-8.4566, 1.1475, 0.6262], [-6.3495, 1.0873, -0.4605], [-6.9653, -0.5020, -0.7867], [-5.7399, -1.4456, 0.9621], [-3.5093, -0.9639, 0.7481], [-3.8477, 0.5766, 0.0589], [-3.1940, -1.1486, -1.7367], [-4.8590, -0.6573, -2.0067], [-4.3344, -4.3290, -1.9059], [-4.0954, -2.9571, -3.0004], [-5.7110, -3.3618, -2.4827], [-6.4732, 4.0479, 8.9861], [-5.3057, 3.5657, 8.4160], [-5.5056, 2.5297, 7.4891], [-4.1956, 2.1641, 6.8418], [-4.3627, 1.8098, 5.4248], [-3.0952, 1.3139, 4.8300], [-3.0967, 1.5063, 3.3669], [-3.1732, 2.8036, 3.0343], [-3.3106, 2.9392, 1.6465], [-6.7323, 3.5903, 9.9494], [-7.3319, 3.9693, 8.3044], [-6.3545, 5.1192, 9.1885], [-6.2736, 2.7579, 6.7255], [-5.9016, 1.5688, 7.8920], [-3.7279, 1.2891, 7.3145], [-3.4614, 2.9799, 7.0216], [-4.5982, 2.6247, 4.8543], [-3.0177, 0.2369, 5.0138], [-2.2410, 1.8426, 5.2893], [-3.9230, 0.9064, 2.9334], [-2.2276, 0.9757, 2.9295], [-3.2462, 3.9845, 1.3382], [-4.2053, 2.4771, 1.1969], [-2.4638, 2.4688, 1.0873], [1.3712, 2.6326, -9.1748], [1.0123, 2.9495, -7.8640], [0.7562, 4.3097, -7.7561], [0.0892, 4.7906, -6.4725], [0.9483, 4.6662, -5.2878], [0.1602, 4.8816, -4.0306], [1.0805, 5.2162, -2.9202], [1.7000, 4.0171, -2.4582], [2.5247, 4.2363, -1.3101], [2.4493, 2.7779, -9.3681], [0.8368, 3.2220, -9.9287], [1.1734, 1.5684, -9.3153], [0.0975, 4.6360, -8.5844], [1.6807, 4.8896, -7.9318], [-0.8911, 4.2654, -6.4974], [-0.0901, 5.8436, -6.7228], [1.2550, 3.6911, -5.3111], [-0.5229, 4.0432, -3.8638], [-0.5497, 5.6671, -4.3288], [0.5502, 5.6564, -2.0446], [1.7677, 6.0178, -3.2309], [1.9094, 4.4922, -0.4406], [3.2603, 5.0377, -1.4902], [3.1223, 3.3400, -1.1615], [-1.9083, -3.0297, 3.8153], [-0.5551, -2.7074, 3.7007], [-0.2795, -2.0385, 2.5019], [1.0709, -2.4199, 1.9803], [2.1348, -1.7416, 2.7511], [3.5129, -2.1073, 2.3978], [3.9233, -3.5182, 2.5589], [4.1058, -3.7696, 3.9166], [4.6777, -5.0599, 4.1946], [-2.1449, -3.6067, 4.7037], [-2.2284, -3.6408, 2.9528], [-2.5209, -2.1136, 3.8136], [-0.3489, -0.9476, 2.5973], [-1.0214, -2.3441, 1.7436], [1.0792, -2.0620, 0.9335], [1.2452, -3.5009, 1.8812], [1.9557, -1.9579, 3.7369], [4.1944, -1.4506, 2.9315], [3.5479, -1.8593, 1.3285], [4.8249, -3.7478, 1.9619], [3.1676, -4.2220, 2.1619], [5.6829, -5.1276, 3.7645], [4.0240, -5.8746, 3.8446], [4.7039, -5.1421, 5.2813]], "lowdin_charge": [0.6618, -0.6380, -0.5997, 0.6078, 0.0624, 0.0563, 0.0610, 0.0299, 0.6079, -0.6302, -0.6492, 0.5484, 0.0693, 0.0621, 0.0492, 0.0437, 0.5393, -0.6492, -0.6579, 0.5734, 0.0725, 0.0544, 0.0489, 0.0720, -0.1632, -0.1809, 0.0866, 0.0750, 0.0836, 0.0358, -0.1497, -0.1608, 0.0778, 0.0415, 0.0742, 0.0339, -0.1107, -0.1844, -0.2531, -0.1919, -0.0555, -0.2124, -0.2569, -0.2008, -0.1162, 0.0263, 0.0966, 0.0856, 0.1297, 0.1131, 0.1170, 0.1226, 0.0897, 0.1190, 0.1189, 0.1288, 0.1119, 0.0821, 0.0917, 0.0896, -0.1407, -0.1861, -0.2297, -0.2203, -0.0478, -0.2297, -0.2392, -0.1932, -0.1077, 0.0915, 0.0871, 0.0838, 0.1279, 0.1226, 0.1214, 0.1243, 0.1118, 0.1006, 0.0845, 0.0774, 0.1139, 0.0828, 0.0854, 0.0900, -0.1365, -0.1711, -0.2496, -0.2204, -0.0540, -0.2076, -0.3261, -0.1387, -0.1112, 0.0868, 0.0864, 0.0872, 0.1205, 0.1302, 0.1187, 0.1258, 0.1061, 0.1147, 0.1261, 0.1270, 0.1234, 0.0896, 0.0838, 0.0717, -0.1204, -0.2215, -0.2689, -0.2282, -0.0328, -0.2135, -0.2401, -0.1987, -0.1006, 0.0968, 0.0883, 0.0898, 0.1198, 0.1319, 0.1221, 0.1203, 0.0811, 0.0691, 0.1200, 0.1263, 0.1272, 0.0933, 0.0984, 0.0595, -0.1169, -0.1726, -0.2606, -0.1982, -0.0460, -0.2021, -0.2564, -0.1786, -0.0773, 0.0868, 0.0925, 0.0819, 0.1158, 0.1077, 0.0846, 0.1173, 0.1263, 0.1107, 0.0905, 0.1155, 0.1186, 0.0838, 0.0893, 0.0844]}

2.
{"formula": "CH3O2S", "method": "ωB97M-V/def2-TZVPD", "charge": -1, "homo_lumo_gap_ev": [7.38, 7.40], "spin_multiplicity": 1, "energy_ev": -16010.286, "de_lowest_kj_mol": 723.1, "symbols": ["C", "O", "O", "S", "H", "H", "H"], "coordinates": [[0.5709, 0.5860, 0.8945], [-2.1387, -0.1296, -1.1308], [1.1723, -0.6710, -1.4116], [0.1013, -0.4800, -0.4240], [-0.3148, 0.9029, 1.4573], [0.7474, 1.4957, 0.4352], [-0.1384, -1.7041, 0.1794]], "nbo_charge": [-0.9519, -0.9105, -0.9595, 1.4248, 0.1983, 0.1817, 0.0170]}

3.
{"formula": "C44H67FNO11PS5", "method": "ωB97M-V/def2-TZVPD", "charge": 0, "homo_lumo_gap_ev": 6.41, "smiles": "CC(C)=CCC[C@H](C)CCc1c(Cc2ccccc2)c(CCCO)c([PH2]=S)c2c1C(=O)N(F)C2=O.O=S1(=O)CCCC1.O=S1(=O)CCCC1.O=S1(=O)CCCC1.O=S1(=O)CCCC1", "spin_multiplicity": 1, "energy_ev": -136904.448, "symbols": ["C", "C", "C", "C", "C", "C", "C", "C", "C", "C", "C", "C", "C", "C", "C", "C", "C", "C", "C", "C", "C", "C", "C", "O", "C", "P", "S", "C", "C", "C", "O", "N", "F", "C", "O", "H", "H", "H", "H", "H", "H", "H", "H", "H", "H", "H", "H", "H", "H", "H", "H", "H", "H", "H", "H", "H", "H", "H", "H", "H", "H", "H", "H", "H", "H", "H", "H", "H", "H", "H", "C", "C", "C", "S", "O", "O", "C", "H", "H", "H", "H", "H", "H", "H", "H", "C", "C", "C", "S", "O", "O", "C", "H", "H", "H", "H", "H", "H", "H", "H", "C", "C", "C", "S", "O", "O", "C", "H", "H", "H", "H", "H", "H", "H", "H", "C", "C", "C", "S", "O", "O", "C", "H", "H", "H", "H", "H", "H", "H", "H"], "coordinates": [[-6.6168, 3.1219, -1.2011], [-6.6977, 3.2515, -2.7152], [-8.0010, 3.6801, -3.3334], [-5.5715, 3.0151, -3.4802], [-4.3023, 3.8420, -3.4898], [-4.3727, 5.1427, -2.6748], [-3.1104, 5.5320, -1.8715], [-1.7881, 5.2647, -2.5808], [-3.1703, 4.9844, -0.4369], [-2.9610, 3.4458, -0.2663], [-1.6295, 3.1398, 0.4019], [-0.5137, 2.5766, -0.2488], [-0.6162, 2.2271, -1.7158], [-0.2701, 0.8013, -2.0994], [0.4282, 0.5849, -3.2858], [0.7448, -0.6904, -3.7347], [0.3631, -1.7849, -2.9604], [-0.3375, -1.5764, -1.7814], [-0.6604, -0.2978, -1.3481], [0.6816, 2.3959, 0.4985], [1.9499, 1.8455, -0.1499], [2.1173, 0.3185, 0.0928], [3.3754, -0.0911, 0.8297], [4.5473, 0.2678, 0.0944], [0.7506, 2.7422, 1.8462], [2.2648, 2.5871, 2.8670], [1.9799, 1.2158, 4.2280], [-0.3678, 3.2671, 2.4808], [-1.5307, 3.4485, 1.7533], [-2.5723, 4.0139, 2.6598], [-3.7186, 4.2885, 2.4924], [-1.9169, 4.1385, 3.9030], [-2.1882, 5.2840, 4.6104], [-0.5650, 3.7551, 3.8888], [0.1926, 3.8435, 4.7956], [-5.8646, 2.3847, -0.9564], [-7.5939, 2.8943, -0.7862], [-6.2681, 4.0692, -0.7612], [-8.8148, 2.9656, -3.1827], [-7.8464, 3.8964, -4.3846], [-8.2330, 4.6384, -2.8668], [-5.5616, 2.1349, -4.1257], [-4.1542, 4.1093, -4.5350], [-3.4467, 3.2057, -3.2304], [-4.5544, 5.9522, -3.3839], [-5.2110, 5.1685, -1.9852], [-3.1613, 6.6153, -1.7381], [-0.9323, 5.2789, -1.9054], [-1.7566, 4.3438, -3.1522], [-1.6143, 6.0737, -3.2930], [-4.1159, 5.2509, 0.0270], [-2.3720, 5.4837, 0.1155], [-3.7152, 3.1081, 0.4405], [-3.1189, 2.8787, -1.1732], [-1.6144, 2.3883, -2.1010], [0.0262, 2.9019, -2.2823], [0.7134, 1.4346, -3.8968], [1.2727, -0.8141, -4.6672], [0.6324, -2.7822, -3.3071], [-0.6285, -2.4506, -1.2140], [-1.2109, -0.1582, -0.4256], [2.8154, 2.4226, 0.1640], [1.8238, 2.0246, -1.2115], [1.2662, -0.0181, 0.6818], [2.0984, -0.1602, -0.8785], [3.4381, 0.3093, 1.8424], [3.3494, -1.1797, 0.9296], [5.0560, 0.8758, 0.6368], [2.4185, 3.8529, 3.4592], [3.3874, 2.3878, 2.0601], [-4.6191, 4.3775, 6.7317], [-3.8920, 3.7387, 7.9219], [-4.8183, 2.6607, 8.4998], [-5.8363, 2.0889, 7.1308], [-7.2073, 2.4465, 7.3948], [-5.4673, 0.7395, 6.7871], [-5.1743, 3.2185, 5.9112], [-3.9541, 4.9993, 6.1385], [-5.4378, 5.0052, 7.0917], [-2.9631, 3.2802, 7.5765], [-3.6299, 4.4770, 8.6784], [-4.2657, 1.8162, 8.9033], [-5.4834, 3.0654, 9.2602], [-5.9617, 3.5116, 5.2212], [-4.3810, 2.6979, 5.3750], [3.7927, -5.9164, -6.2723], [4.3674, -6.0272, -4.8566], [3.9278, -4.7812, -4.0770], [2.3767, -4.2612, -4.8177], [2.5620, -2.9723, -5.4343], [1.2944, -4.4977, -3.8840], [2.3352, -5.5101, -6.0962], [3.8784, -6.8543, -6.8174], [4.3316, -5.1476, -6.8310], [3.9640, -6.9170, -4.3771], [5.4518, -6.1203, -4.8687], [3.7611, -4.9912, -3.0233], [4.6378, -3.9633, -4.1819], [1.8839, -5.0954, -6.9946], [1.7373, -6.3428, -5.7256], [1.5791, -10.9955, -2.5571], [1.0492, -9.5553, -2.5419], [2.1903, -8.6419, -3.0061], [3.2256, -9.6446, -4.0869], [4.5161, -9.8071, -3.4692], [3.0976, -9.1754, -5.4461], [2.2992, -11.1623, -3.8915], [0.7768, -11.7227, -2.4449], [2.2826, -11.1393, -1.7343], [0.2062, -9.4701, -3.2301], [0.6946, -9.2658, -1.5542], [1.8243, -7.7809, -3.5612], [2.8064, -8.3103, -2.1721], [2.9815, -12.0085, -3.9157], [1.5919, -11.2254, -4.7180], [6.8728, 0.3975, 5.9463], [6.7471, -1.0581, 5.4772], [5.9454, -1.0495, 4.1693], [6.2558, 0.5440, 3.4044], [5.0173, 1.2835, 3.3759], [7.0476, 0.3702, 2.2124], [7.2808, 1.2000, 4.7145], [7.6010, 0.5037, 6.7489], [5.9077, 0.7500, 6.3166], [7.7420, -1.4708, 5.2975], [6.2646, -1.6830, 6.2269], [6.2613, -1.8337, 3.4862], [4.8739, -1.1247, 4.3511], [7.1053, 2.2686, 4.8138], [8.3195, 1.0136, 4.4427]], "lowdin_charge": [-0.0468, -0.3403, -0.0616, -0.0846, -0.1857, -0.1502, -0.3564, -0.0598, -0.1361, -0.0959, -0.0716, -0.0675, -0.0976, -0.2370, -0.0473, -0.0596, -0.0730, -0.0743, -0.0547, -0.1279, -0.1234, -0.1451, -0.2740, -0.0587, -0.2657, 0.4867, 0.1904, -0.0854, -0.0347, -0.3211, 0.1580, 0.0572, 0.0553, -0.3570, 0.1163, 0.0695, 0.0817, 0.0656, 0.0729, 0.0710, 0.0889, 0.1040, 0.1147, 0.0780, 0.1156, 0.0834, 0.1295, 0.0827, 0.0535, 0.0835, 0.1036, 0.1166, 0.1061, 0.0908, 0.0861, 0.1203, 0.1122, 0.0913, 0.0544, 0.1049, 0.1202, 0.0927, 0.1020, 0.1176, 0.1048, 0.0366, 0.1206, 0.0501, 0.0003, -0.0265, -0.2190, -0.2100, -0.2205, 0.6617, -0.3235, -0.3270, -0.2310, 0.0931, 0.1204, 0.1169, 0.1130, 0.1004, 0.1019, 0.1095, 0.1002, -0.2113, -0.2029, -0.2043, 0.6822, -0.3104, -0.3465, -0.2208, 0.1111, 0.1208, 0.0729, 0.1227, 0.1036, 0.1071, 0.1104, 0.0985, -0.2188, -0.2077, -0.2205, 0.6551, -0.3131, -0.3263, -0.2291, 0.1159, 0.1200, 0.1186, 0.1160, 0.0886, 0.1092, 0.1089, 0.1085, -0.2168, -0.2098, -0.2082, 0.6659, -0.4042, -0.3128, -0.2255, 0.1154, 0.1219, 0.1164, 0.1150, 0.1058, 0.1054, 0.1086, 0.1082]}

4.
{"formula": "C4H6O2", "method": "ωB97M-V/def2-TZVPD", "charge": 0, "homo_lumo_gap_ev": 10.25, "smiles": "O=CC1C=C1.O", "spin_multiplicity": 1, "energy_ev": -8337.174, "de_lowest_kj_mol": 317.2, "symbols": ["O", "C", "C", "C", "C", "O", "H", "H", "H", "H", "H", "H"], "coordinates": [[-1.8336, 1.7348, 0.3927], [-0.6150, -0.7736, -0.4722], [0.3361, -0.4541, -1.2785], [0.7779, -1.0561, 0.0342], [1.3625, -0.1795, 1.0885], [2.1393, -0.5543, 1.9328], [-2.4226, 1.7350, -0.3701], [-1.6574, -0.8548, -0.2131], [0.6869, -0.1039, -2.2358], [-0.9484, 1.7054, 0.0006], [1.1474, -2.0823, 0.0755], [1.0267, 0.8834, 1.0455]], "nbo_charge": [-0.9331, -0.1405, -0.1895, -0.3608, 0.4275, -0.5195, 0.4670, 0.2491, 0.2384, 0.4693, 0.2052, 0.0868]}